The following is a quantum chemistry calculation of a single C15H16ClN7 molecule, from the Open Molecules 2025 dataset.

Properties
**LUMO level**: 0.02 eV
**Gap between HOMO and LUMO**: 8.17 eV
**M**: 329.8 g/mol
**SMILES**: Clc1cnc2nc(N3CCNCC3)n3nc(C4CC4)nc3c2c1

Bonds (Å) are listed after each position.
CARTESIAN COORDINATES (ANGSTROEM)
1 Cl -3.77 5.39 -0.50  C2 1.720
2 C -2.55 4.24 -0.12  Cl1 1.720, C3 1.427, C23 1.370
3 C -1.75 4.53 1.02  C2 1.427, N4 1.380, H24 1.129
4 N -0.75 3.70 1.48  C3 1.380, C5 1.320
5 C -0.60 2.61 0.75  N4 1.320, N6 1.481, C22 1.369
6 N 0.45 1.70 1.28  C5 1.481, C7 1.317
7 C 0.59 0.48 0.80  N6 1.317, N8 1.385, N14 1.445
8 N 1.68 -0.19 1.33  C7 1.385, C9 1.447, C13 1.535
9 C 2.56 0.29 2.38  N8 1.447, C10 1.588, H25 1.065, H26 1.123
10 C 2.67 -0.91 3.41  C9 1.588, N11 1.489, H27 1.125, H28 1.139
11 N 3.13 -2.17 2.75  C10 1.489, C12 1.481, H29 0.988
12 C 2.28 -2.51 1.59  N11 1.481, C13 1.533, H30 1.032, H31 1.071
13 C 2.28 -1.38 0.56  N8 1.535, C12 1.533, H32 1.058, H33 1.098
14 N -0.31 0.10 -0.25  C7 1.445, N15 1.383, C21 1.296
15 N -0.20 -1.05 -1.02  N14 1.383, C16 1.296
16 C -1.19 -0.92 -1.86  N15 1.296, C17 1.513, N20 1.404
17 C -1.37 -2.01 -2.90  C16 1.513, C18 1.472, C19 1.482, H34 1.094
18 C -2.13 -1.71 -4.12  C17 1.472, C19 1.488, H35 1.065, H36 1.093
19 C -2.64 -2.72 -3.16  C17 1.482, C18 1.488, H37 1.099, H38 1.091
20 N -1.79 0.34 -1.77  C16 1.404, C21 1.305
21 C -1.21 0.89 -0.74  N14 1.296, N20 1.305, C22 1.430
22 C -1.45 2.21 -0.24  C5 1.369, C21 1.430, C23 1.385
23 C -2.40 3.06 -0.80  C2 1.370, C22 1.385, H39 1.108
24 H -2.09 5.52 1.44  C3 1.129
25 H 2.21 1.13 2.92  C9 1.065
26 H 3.52 0.69 1.96  C9 1.123
27 H 1.69 -1.13 3.92  C10 1.125
28 H 3.44 -0.42 4.10  C10 1.139
29 H 4.11 -2.16 2.66  N11 0.988
30 H 2.67 -3.39 1.21  C12 1.032
31 H 1.28 -2.68 1.93  C12 1.071
32 H 1.84 -1.82 -0.30  C13 1.058
33 H 3.30 -1.20 0.20  C13 1.098
34 H -0.46 -2.56 -3.16  C17 1.094
35 H -2.57 -0.74 -4.14  C18 1.065
36 H -1.60 -1.93 -5.05  C18 1.093
37 H -3.49 -2.40 -2.55  C19 1.099
38 H -2.37 -3.77 -3.30  C19 1.091
39 H -2.99 2.85 -1.71  C23 1.108